Entry 1:
Here is a molecular structure, C7H12 from OMol25. Energies are from ωB97M-V/def2-TZVPD.

Each line ends with the Mulliken charge.
CARTESIAN COORDINATES (ANGSTROEM)
C -0.755 -0.936 0.733  0.8933
C -2.203 -0.593 1.066  -1.4985
C -0.568 -1.344 -0.794  -0.7319
C 1.675 1.516 -0.813  -1.5874
C 1.299 0.180 -0.196  0.9369
C 0.545 -0.715 -1.179  -0.4561
C 0.224 0.278 0.918  -1.2966
H 0.675 0.346 1.923  0.3401
H -2.559 0.213 0.415  0.3616
H -0.429 -1.737 1.421  0.2539
H 2.095 2.191 -0.060  0.3594
H -0.339 1.215 0.781  0.3378
H 0.777 1.979 -1.237  0.3891
H 2.207 -0.304 0.204  0.2600
H -2.340 -0.274 2.107  0.3666
H 0.583 -0.709 -2.492  0.1186
H -0.464 -1.212 -2.075  0.1918
H 2.410 1.377 -1.612  0.3908
H -2.834 -1.469 0.892  0.3706

Calculated values
relative energy (zero: lowest compared OMol25 entry of this formula, charge and spin): 4.674 eV
frontier orbital gap: 10.44 eV



Entry 2:
Here is a molecular structure, C7H12BN from OMol25. Energies are from ωB97M-V/def2-TZVPD.

Each line ends with the Mulliken charge.
CARTESIAN COORDINATES (ANGSTROEM)
N -0.160 0.449 0.901  0.0463
C -0.434 1.465 2.892  -0.3129
C 0.585 1.662 0.890  -0.4866
C 1.124 -0.731 -1.511  -0.6534
C -0.795 0.414 2.145  -0.2937
C 0.604 -0.537 -2.940  -1.0695
C 0.435 2.255 2.109  -0.5255
C -1.182 -1.756 -0.182  -0.9469
B -0.357 -0.489 -0.134  0.2775
H 1.834 0.096 -1.276  0.2389
H -0.001 -1.232 -3.313  0.3770
H -1.585 -0.317 2.379  0.3049
H -1.438 -1.937 -1.205  0.3370
H 0.696 3.250 2.449  0.3737
H -0.559 -2.612 0.036  0.3971
H 1.501 -0.210 -3.537  0.2959
H 1.154 2.114 0.063  0.3465
H -0.755 1.367 3.926  0.3553
H 1.468 -1.697 -1.277  0.3866
H -2.217 -1.957 0.348  0.2824
H 0.082 0.405 -2.764  0.2695

Calculated values
relative energy (zero: lowest compared OMol25 entry of this formula, charge and spin): 1.950 eV
frontier orbital gap: 9.27 eV



Entry 3:
Here is C7H12BNO3S in the gas phase from OMol25. Energies are from ωB97M-V/def2-TZVPD.

Each line ends with the Mulliken charge.
CARTESIAN COORDINATES (ANGSTROEM)
S -0.712 1.130 1.380  -0.1010
O -1.581 -1.942 -0.768  -0.5305
O 1.144 -1.373 0.596  -0.3345
O -2.634 0.184 -1.179  -0.5872
N 2.265 0.586 -0.120  -0.5607
C 1.007 2.263 -1.294  -0.3526
C -2.200 0.497 2.280  -0.7772
C -0.176 0.384 -0.219  0.8586
C 2.176 1.741 -0.623  -0.3424
C -0.175 1.625 -1.148  -1.2123
C 2.316 -2.157 0.507  -0.9858
C 1.171 -0.278 -0.283  0.0651
B -1.525 -0.632 -0.767  0.7099
H -3.092 1.089 2.090  0.2745
H -2.025 0.507 3.350  0.3669
H 1.316 -0.563 -1.425  0.2739
H -2.327 -0.555 2.034  0.1966
H -2.413 -2.522 -0.692  0.3323
H 3.089 2.273 -0.441  0.4778
H 2.547 -2.414 -0.503  0.3712
H 3.100 -1.756 1.043  0.3442
H 2.045 -3.048 0.892  0.3659
H 1.222 3.165 -1.825  0.4015
H -1.094 1.991 -1.434  0.4750
H -3.443 -0.194 -1.452  0.2710

Calculated values
SMILES: CO[C@@H]1N=CC=C[C@@]1(SC)B(O)O
relative energy (zero: lowest compared OMol25 entry of this formula, charge and spin): 1.217 eV
frontier orbital gap: 8.21 eV



Entry 4:
Here is a gas-phase ion, C7H12BrN2O2 (charge +1) from OMol25. Energies are from ωB97M-V/def2-TZVPD.

Each line ends with the Mulliken spin population.
CARTESIAN COORDINATES (ANGSTROEM)
Br -2.839 1.111 0.287  0.0550
O -2.465 -3.210 -0.106  0.0244
O -0.830 -1.420 -1.478  0.0170
N -2.248 -1.959 0.319  0.2743
N -1.500 -1.239 -0.309  0.1248
C -0.122 0.954 -0.790  0.3401
C 0.934 -0.517 1.466  0.0165
C -0.565 -0.082 1.568  0.0378
C -0.775 1.743 -1.866  0.0128
C 1.179 0.854 -0.519  0.6499
C -1.120 0.254 0.209  0.2227
C 1.876 0.365 0.654  0.0036
H 1.087 -0.920 2.468  -0.0009
H -2.648 -3.785 0.654  0.0079
H 1.740 1.349 -1.243  0.0383
H 2.678 -0.190 0.396  0.0392
H -0.035 1.841 -2.652  0.0239
H -1.695 1.322 -2.065  0.0015
H -1.152 -2.251 -1.881  0.0022
H -0.599 0.877 2.158  0.0061
H -1.043 -0.820 2.136  -0.0006
H -0.779 2.700 -1.578  0.0422
H 2.237 1.051 1.373  0.0675
H 0.718 -1.502 0.965  -0.0064

Calculated values
2S+1: 3
frontier orbital gap (spin up / spin down): 4.58 / 6.81 eV
net charge: +1
expectation value of S²: 2.013



Entry 5:
Here is C7H12BrNOS in the gas phase from OMol25. Energies are from ωB97M-V/def2-TZVPD.

Each line ends with the Mulliken charge.
CARTESIAN COORDINATES (ANGSTROEM)
Br -4.375 -1.164 1.023  -0.1018
S -0.564 -0.963 1.056  -0.1373
O 1.071 0.274 -0.693  -0.4089
N -2.750 -2.239 -1.817  -0.4172
C 1.837 -1.903 0.134  -1.3481
C -2.724 -1.391 -1.067  0.1837
C 1.817 1.152 0.212  -0.4084
C -2.980 -0.312 -0.096  -0.3166
C 0.673 -1.058 -0.350  0.1297
C -1.804 0.296 0.615  -0.3942
C 1.496 2.539 -0.149  -1.2217
H 2.514 -2.126 -0.821  0.2874
H 0.490 2.572 0.127  0.2620
H 1.536 -2.789 0.663  0.4133
H 1.695 2.867 -1.123  0.3461
H 2.813 0.768 0.050  0.4869
H 2.123 3.196 0.480  0.3569
H -1.510 1.121 -0.031  0.1984
H 0.343 -1.564 -1.189  0.4590
H 1.595 1.016 1.197  0.3966
H -2.230 0.626 1.588  0.4068
H -3.486 0.412 -0.619  0.4420
H 2.419 -1.332 0.809  0.3855

Calculated values
SMILES: CCO[C@@H](C)SC[C@H](Br)C#N
relative energy (zero: lowest compared OMol25 entry of this formula, charge and spin): 0.000 eV
frontier orbital gap: 9.71 eV



Entry 6:
Here is a molecular structure, C7H12Cl2O3PRe from OMol25. Energies are from ωB97M-V/def2-TZVPD.

Each line ends with the Mulliken spin population.
CARTESIAN COORDINATES (ANGSTROEM)
Re -0.377 1.268 -0.584  1.4683
Cl -0.673 1.394 -2.868  0.4961
Cl -3.336 0.207 -1.669  0.3326
P -0.060 -0.890 -0.079  -0.0358
O 2.010 0.953 1.456  0.3207
O -0.752 2.099 2.426  0.1511
O -3.225 1.465 0.584  0.1016
C -1.067 -2.109 -1.021  0.0505
C 1.609 -1.610 -0.386  0.0512
C -0.466 -1.372 1.646  0.0692
C -0.642 1.802 1.295  -0.0460
C 1.364 1.386 0.526  -0.0411
C -2.501 1.065 -0.292  -0.0582
C 1.835 2.536 -0.351  0.1045
H -0.066 -0.624 2.346  0.0029
H 1.933 -1.322 -1.394  0.0011
H -1.113 -1.792 -2.069  0.0057
H 2.376 3.229 0.312  -0.0134
H 2.532 2.149 -1.112  0.0038
H -0.035 -2.356 1.872  0.0068
H -1.560 -1.417 1.740  -0.0022
H -0.603 -3.102 -0.953  -0.0002
H 1.016 3.111 -0.836  0.0278
H 1.558 -2.707 -0.327  -0.0007
H 2.324 -1.222 0.348  0.0011
H -2.082 -2.141 -0.610  0.0028

Calculated values
2S+1: 4
frontier orbital gap (spin up / spin down): 7.80 / 4.33 eV
net charge: +3
expectation value of S²: 3.795



Entry 7:
Here is a molecular structure, C7H12ClI2NOPPdS from OMol25. Energies are from ωB97M-V/def2-TZVPD.

Each line ends with the Mulliken spin population.
CARTESIAN COORDINATES (ANGSTROEM)
I -1.245 -2.457 -0.358  1.3241
I -1.108 2.636 -0.443  1.3504
Pd 0.236 0.058 -0.033  0.3876
Cl 2.626 -0.035 -0.222  0.7898
S -0.610 0.417 4.490  0.0043
P 0.272 0.012 -2.383  0.0150
O -2.852 0.098 0.321  0.0137
N 0.089 -0.050 2.097  0.0075
C -1.716 -0.125 0.106  0.0504
C -0.810 0.606 2.815  -0.0061
C 1.104 1.447 -3.107  0.0225
C 1.120 -1.427 -3.084  0.0177
C 0.750 -0.656 4.216  -0.0044
C 0.980 -0.785 2.871  -0.0025
C -1.383 -0.006 -3.122  0.0458
H -1.921 -0.913 -2.811  -0.0061
H 2.092 -1.524 -2.582  -0.0032
H 1.343 -1.132 4.992  0.0001
H 0.500 2.347 -2.937  -0.0090
H 2.084 1.552 -2.623  -0.0059
H 1.255 -1.236 -4.159  0.0025
H -1.568 1.265 2.422  0.0048
H 1.748 -1.352 2.366  0.0019
H -1.940 0.887 -2.807  -0.0020
H -1.248 -0.004 -4.213  0.0043
H 0.518 -2.329 -2.920  -0.0068
H 1.222 1.247 -4.182  0.0036

Calculated values
2S+1: 5
relative energy (zero: lowest compared OMol25 entry of this formula, charge and spin): 0.206 eV
frontier orbital gap (spin up / spin down): 6.73 / 3.88 eV
net charge: +3
expectation value of S²: 6.030



Entry 8:
Here is C7H12ClN2P in the gas phase from OMol25. Energies are from ωB97M-V/def2-TZVPD.

Each line ends with the Mulliken charge.
CARTESIAN COORDINATES (ANGSTROEM)
Cl 3.489 1.634 -0.187  -0.2780
P 2.450 0.289 1.013  0.2828
N 0.997 -0.163 -0.312  -0.0456
N 3.345 -1.067 0.896  -0.5940
C 1.193 -1.205 -1.062  0.4579
C 3.341 -1.848 -0.191  -0.1311
C -0.272 0.510 0.073  1.4806
C -0.697 0.318 1.581  -1.1778
C 2.429 -1.850 -1.148  -0.6686
C -0.116 2.029 -0.030  -1.8580
C -1.391 0.094 -0.797  -1.9720
H 0.469 -1.607 -1.734  0.2963
H 0.341 2.242 -0.998  0.4433
H -1.099 -0.052 -1.804  0.4757
H 2.480 -2.596 -2.002  0.2448
H -1.449 1.121 2.035  0.3035
H 4.100 -2.657 -0.100  0.3280
H 0.256 0.359 2.198  0.3795
H 0.575 2.315 0.709  0.5143
H -1.000 -0.789 1.645  0.3178
H -1.693 -1.042 -0.688  0.3420
H -0.989 2.600 -0.129  0.4421
H -2.316 0.612 -0.582  0.4166

Calculated values
SMILES: CC(C)(C)N1C=CC=NP1Cl
relative energy (zero: lowest compared OMol25 entry of this formula, charge and spin): 0.000 eV
frontier orbital gap: 8.68 eV